# 1
{"formula": "C28H75N11O8", "method": "ωB97M-V/def2-TZVPD", "species": ["C", "C", "C", "C", "C", "C", "N", "O", "C", "C", "C", "H", "H", "H", "H", "H", "H", "H", "H", "H", "H", "H", "H", "H", "H", "H", "H", "H", "H", "H", "C", "C", "C", "O", "C", "N", "H", "H", "H", "H", "H", "H", "H", "H", "H", "H", "H", "C", "C", "C", "O", "C", "N", "H", "H", "H", "H", "H", "H", "H", "H", "H", "H", "H", "C", "C", "C", "O", "C", "N", "H", "H", "H", "H", "H", "H", "H", "H", "H", "H", "H", "C", "C", "C", "O", "C", "N", "H", "H", "H", "H", "H", "H", "H", "H", "H", "H", "H", "C", "O", "N", "N", "H", "H", "H", "H", "C", "O", "N", "N", "H", "H", "H", "H", "C", "O", "N", "N", "H", "H", "H", "H"], "coordinates": [[2.72013, 2.11647, -3.11787], [2.43323, 0.76061, -3.82650], [1.72874, 1.07238, -5.13531], [1.71542, -0.08582, -6.12085], [3.07202, -0.77141, -6.25604], [3.88682, -1.03835, -4.97878], [3.76651, 0.14537, -4.08934], [4.49309, -0.05451, -2.91284], [3.59372, -2.42219, -4.36628], [5.30593, -1.18263, -5.57850], [1.58653, -0.14803, -2.95465], [2.03262, 2.93792, -3.30233], [3.66421, 2.47876, -3.53898], [2.98844, 1.93003, -2.07737], [0.64089, 1.15457, -5.03614], [1.97201, 1.99076, -5.67240], [1.34735, 0.20506, -7.10730], [0.96178, -0.83321, -5.84676], [3.59416, -0.05355, -6.89538], [2.90262, -1.63538, -6.90140], [4.13464, -2.54636, -3.43067], [2.52975, -2.63613, -4.22865], [3.78028, -3.24605, -5.05840], [6.00074, -1.34496, -4.74563], [5.45427, -2.11767, -6.11815], [5.65593, -0.32479, -6.14893], [0.65999, 0.43015, -2.89787], [1.93323, -0.31095, -1.93814], [1.37903, -1.10621, -3.42683], [5.03694, 0.73493, -2.81741], [0.43803, -4.18110, 2.29493], [-0.98561, -4.49893, 1.81052], [-1.15631, -5.87114, 1.11080], [-2.44291, -6.16625, 0.62024], [-3.07809, -7.18674, 1.34793], [-1.89384, -4.32264, 2.93314], [0.86629, -4.89413, 3.00307], [0.20451, -3.36786, 2.98761], [1.15382, -3.87979, 1.53390], [-1.30302, -3.72216, 1.10352], [-0.83382, -6.51441, 1.93801], [-0.51488, -6.03485, 0.24335], [-3.42705, -6.91000, 2.34444], [-2.49797, -8.11402, 1.42803], [-3.91378, -7.62270, 0.79422], [-2.10078, -3.33150, 3.01422], [-2.83465, -4.65807, 2.74417], [-6.46612, 2.22716, 1.94258], [-5.27157, 2.30995, 2.86218], [-5.46624, 3.31967, 4.01115], [-4.27141, 3.35699, 4.81435], [-4.27333, 4.38906, 5.77331], [-5.06218, 0.99925, 3.53257], [-6.43315, 3.07981, 1.26376], [-7.43600, 2.15266, 2.43741], [-6.36555, 1.34258, 1.31095], [-4.35684, 2.45134, 2.28396], [-6.37766, 3.03894, 4.54900], [-5.63586, 4.35536, 3.69986], [-3.90458, 5.36812, 5.45838], [-3.63098, 3.96810, 6.54877], [-5.23098, 4.60186, 6.25839], [-5.99004, 0.64914, 3.75483], [-4.66777, 1.32250, 4.41130], [-0.08419, 4.96089, -2.10510], [0.27704, 4.92436, -0.61989], [-0.95733, 5.00545, 0.30322], [-1.57589, 6.28917, 0.26449], [-2.86565, 6.36348, 0.83046], [0.94526, 3.62441, -0.31570], [-0.63849, 5.89749, -2.21225], [-0.86120, 4.20529, -2.26695], [0.68414, 4.70277, -2.82863], [0.99991, 5.72035, -0.43155], [-0.85382, 4.73110, 1.35719], [-1.72224, 4.31420, -0.07833], [-2.81984, 6.13578, 1.90439], [-3.52636, 5.56768, 0.47164], [-3.17572, 7.39216, 0.67204], [0.15848, 2.97943, -0.32646], [1.49960, 3.39553, -1.13056], [5.90449, -4.42525, -0.99519], [5.24703, -3.63326, 0.11940], [3.88294, -3.08773, -0.29566], [3.30301, -2.04651, 0.48254], [3.76670, -0.76059, 0.18308], [5.14921, -4.50247, 1.29049], [6.88282, -4.81956, -0.72192], [6.15945, -3.78542, -1.84676], [5.22819, -5.18102, -1.39464], [5.86139, -2.77230, 0.40999], [3.21750, -3.94094, -0.13689], [3.84362, -2.75457, -1.33457], [4.85456, -0.68546, 0.28702], [3.13202, -0.01991, 0.66323], [3.71136, -0.59881, -0.90058], [6.03706, -4.45649, 1.77714], [4.48534, -4.22085, 2.00301], [-0.28576, 0.25677, 0.91806], [-0.23948, 0.79945, -0.18072], [-0.97185, 0.80790, 1.97025], [0.43737, -0.80355, 1.33820], [-1.52404, 1.62630, 1.78275], [-0.88777, 0.39436, 2.88502], [1.18960, -1.06019, 0.71661], [0.34517, -0.99660, 2.32050], [-3.68149, 2.33784, -1.14135], [-4.37976, 3.19117, -0.59185], [-2.99520, 2.59748, -2.26222], [-3.37331, 1.15028, -0.55401], [-3.19446, 3.45587, -2.74425], [-2.31537, 1.97326, -2.65867], [-3.82194, 0.75589, 0.24999], [-2.53943, 0.74493, -0.94966], [-1.23788, -0.38865, 5.52859], [-0.21441, -0.37274, 4.81835], [-1.47939, -1.33564, 6.43780], [-2.27818, 0.45562, 5.39630], [-2.12784, -1.06189, 7.15268], [-0.90623, -2.16142, 6.43533], [-3.17067, 0.30104, 5.82544], [-2.30877, 1.05915, 4.58997]], "forces_ev_per_a": [[1.456, -0.666, -0.280], [0.874, 0.245, 0.580], [-1.467, -0.761, -1.431], [0.021, -1.299, 0.184], [-1.143, 1.210, -0.815], [0.172, -0.485, -1.498], [0.199, 0.251, -2.183], [-0.049, -0.327, 0.608], [-1.207, -0.101, -0.054], [1.029, -0.075, 1.768], [-1.142, 0.678, -0.255], [-0.518, -0.407, 0.312], [-0.032, 0.066, -0.245], [-0.626, 0.292, 0.223], [0.066, 0.606, 1.063], [0.842, 0.055, 0.437], [0.286, 0.360, -0.034], [0.028, 0.025, 0.502], [0.619, -0.167, 0.205], [0.473, -0.411, 0.399], [-0.009, -0.172, -0.064], [-0.094, 0.576, 0.594], [0.890, 0.251, -0.098], [0.135, 0.368, 0.082], [-0.563, 0.186, -0.477], [-0.194, 0.019, -0.035], [-0.326, -0.489, 0.492], [0.256, 0.133, -0.113], [-0.024, 0.062, -0.021], [0.085, -0.045, -0.150], [-0.923, 0.267, 0.804], [-0.400, 0.406, -1.828], [0.845, 0.427, 1.051], [-0.587, -0.110, 0.677], [-0.556, -1.340, -0.293], [-0.910, -0.243, 0.918], [-0.084, -0.572, -0.464], [0.639, 0.520, -0.286], [-0.095, -0.015, -0.031], [0.616, -0.049, -0.497], [-0.245, -0.783, -0.361], [0.532, 0.474, 0.313], [0.117, 0.245, 0.029], [0.764, 0.370, 0.306], [-0.351, 0.884, -0.223], [0.473, 0.131, 0.235], [0.212, -0.545, -0.316], [0.354, 0.243, -0.707], [-0.241, -0.559, 0.938], [0.659, 1.077, -1.049], [-1.147, -0.202, -0.511], [0.355, -0.390, 1.157], [-0.079, 0.377, 0.061], [-0.303, 0.017, 0.008], [0.099, 0.160, 0.259], [0.032, -0.025, 0.001], [-0.128, 0.706, -0.010], [0.209, -0.266, 0.480], [-0.085, -0.041, -0.528], [0.254, -0.222, -0.549], [0.159, 0.569, 0.177], [-0.318, -0.433, -0.285], [0.050, -0.212, 0.136], [0.151, -0.788, 0.278], [-2.038, 0.091, 0.907], [0.969, -0.960, 0.201], [-1.286, 0.490, -0.490], [0.684, 0.266, -0.591], [0.732, -0.781, 0.611], [-0.809, 0.805, 0.241], [0.507, 0.230, -0.895], [0.034, -0.174, 0.083], [0.384, 0.719, 0.200], [-0.201, 0.170, 0.333], [0.919, -0.103, -0.010], [0.160, -0.388, -0.205], [0.130, 0.380, 0.240], [-0.226, 0.373, -0.665], [-0.477, -0.202, -0.040], [0.437, -0.682, 0.063], [0.102, -0.229, 0.084], [0.197, 0.785, -0.883], [0.222, 0.941, 0.562], [-0.661, -0.425, 0.202], [-0.042, -0.700, 0.838], [0.658, -0.106, -1.758], [0.054, -0.402, 0.552], [-0.288, -0.434, 0.386], [-0.271, 0.259, 0.017], [0.157, -0.298, 0.291], [0.215, 0.132, -0.435], [-0.279, 0.036, -0.391], [0.271, -0.253, -0.155], [-0.061, 0.393, 1.030], [0.464, 0.031, 0.422], [-0.488, 0.068, -0.001], [0.085, -0.306, -0.067], [-0.298, 0.375, -0.365], [0.242, 1.528, 1.413], [-0.236, -0.655, -0.522], [-0.595, -0.029, -0.620], [-0.320, -0.071, -1.153], [-0.019, -0.069, 0.164], [-0.054, 0.324, 0.225], [0.123, -0.631, 0.612], [0.832, -0.519, -0.056], [-0.216, 0.848, 2.477], [-0.506, -0.339, -0.531], [0.388, 0.224, -1.386], [0.536, -0.337, -1.171], [0.058, 0.006, 0.141], [-0.133, -0.057, 0.003], [-0.021, 0.321, 0.090], [-0.038, -0.657, 0.641], [1.129, -0.430, -1.819], [-1.240, 0.178, 0.319], [0.018, -0.509, 0.842], [-0.294, 1.558, -0.609], [0.068, -0.842, 0.331], [0.000, 0.175, 0.485], [0.051, -0.299, 0.023], [0.163, 0.123, 0.201]], "gap_ev": 8.785, "smiles": "CC1(C)CCCC(C)(C)N1O.COC[C@H](C)N.COC[C@H](C)N.COC[C@H](C)N.COC[C@H](C)N.NC(N)=O.NC(N)=O.NC(N)=O", "lumo_energy_ev": 0.45, "de_lowest_kcal_mol": 48.4}

---

# 2
{"formula": "C2H4FNOS", "method": "ωB97M-V/def2-TZVPD", "species": ["C", "C", "N", "O", "F", "S", "H", "H", "H", "H"], "coordinates": [[2.83226, 0.55104, 0.25538], [0.18101, 1.75896, 0.56693], [-0.54264, 1.15047, -0.24232], [3.75351, 0.30846, 0.92581], [2.78008, 0.35337, -1.05711], [-2.41420, 0.63784, -0.38287], [-0.27432, 2.12530, 1.53073], [1.87546, 1.05445, 0.43988], [-0.10234, 0.69691, -1.04686], [-2.55910, 1.39479, -1.41606]], "forces_ev_per_a": [[-1.033, 0.980, 0.353], [-0.488, 1.155, 2.076], [-1.252, -1.364, -1.652], [1.145, -0.575, 0.499], [0.652, -0.767, -1.777], [1.354, -0.430, 1.707], [-0.058, -0.238, -1.060], [0.151, 0.007, 0.910], [-0.270, 0.302, 0.154], [-0.201, 0.929, -1.209]], "gap_ev": 8.438, "lumo_energy_ev": -0.32, "de_lowest_kcal_mol": 69.5}